1.
This record from the Open Molecules 2025 dataset describes B2H8Rb as an isolated structure. The level of theory is ωB97M-V/def2-TZVPD.

```
11
Properties=species:S:1:pos:R:3:mulliken_charge:R:1
Rb 1.389 0.886 -1.539 0.7000
B 1.657 -0.581 1.645 0.2939
B -1.932 0.410 -1.338 0.2972
H -1.137 0.877 -2.121 -0.4950
H 0.595 -0.046 1.875 -0.1623
H 1.400 -1.676 1.183 -0.2079
H 2.283 -0.713 2.673 -0.2282
H 2.248 0.083 0.823 -0.5533
H -2.757 1.237 -1.022 -0.2166
H -2.453 -0.573 -1.816 -0.2113
H -1.293 0.097 -0.361 -0.2167
```

Summary:
- total charge = -1
- LUMO level (eV) = 1.656
- HOMO level (eV) = -5.0
- frontier orbital gap (eV) = 6.65
- ΔE to the lowest compared entry with this formula, charge and spin (eV) = 0.912
- 2S+1 = 1
- energy (hartree) = -78.5236


2.
This record from the Open Molecules 2025 dataset describes B3F12Sn as an isolated structure. The level of theory is ωB97M-V/def2-TZVPD.

```
16
Properties=species:S:1:pos:R:3:nbo_charge:R:1
Sn 0.735 0.846 2.000 0.9082
F 2.562 3.681 -1.963 -0.5849
F 0.282 -1.104 -2.549 -0.5745
F -1.471 -0.511 3.311 -0.5848
F -1.830 -2.839 3.237 -0.5725
F 1.861 1.611 -2.602 -0.5581
F -3.293 -1.492 2.202 -0.5762
F -0.093 -0.016 -0.673 -0.5668
F 1.386 -1.804 -0.623 -0.5942
F -1.120 -1.568 1.510 -0.5633
F -0.864 -2.092 -0.973 -0.5619
F 0.380 3.159 -2.075 -0.5641
F 1.625 2.291 -0.450 -0.6006
B 1.605 2.687 -1.790 1.3267
B -1.944 -1.595 2.617 1.3349
B 0.179 -1.252 -1.178 1.3320
```

Summary:
- total charge = -2
- ⟨S²⟩ = 0.75
- LUMO level (alpha / beta) (eV) = 3.786 / 3.851
- HOMO level (alpha / beta) (eV) = -2.3 / -4.7
- frontier orbital gap (alpha / beta) (eV) = 6.13 / 8.52
- ΔE to the lowest compared entry with this formula, charge and spin (eV) = 0.909
- 2S+1 = 2
- energy (hartree) = -1487.9744


3.
This record from the Open Molecules 2025 dataset describes B3H12Sn as an isolated structure. The level of theory is ωB97M-V/def2-TZVPD.

```
16
Properties=species:S:1:pos:R:3:nbo_charge:R:1
Sn 0.470 0.009 1.193 1.2273
B 1.786 0.527 -0.705 -0.8225
B -1.040 -1.419 0.756 -0.8647
B -0.861 0.873 -0.278 -0.8694
H -1.581 -0.537 1.062 0.0507
H 1.357 1.419 -0.276 0.0208
H -0.290 1.788 -0.261 0.0068
H 2.257 -0.007 0.106 0.0038
H 2.507 0.807 -1.457 0.0339
H -1.396 0.758 0.652 0.0227
H -1.697 -2.255 0.572 0.0476
H -0.202 0.041 -0.476 0.0312
H -1.606 0.896 -1.059 0.0746
H -0.499 -1.108 -0.124 0.0334
H 1.032 -0.114 -1.135 0.0001
H -0.238 -1.679 1.429 0.0037
```

Summary:
- total charge = -1
- LUMO level (eV) = 3.386
- HOMO level (eV) = -4.2
- frontier orbital gap (eV) = 7.63
- ΔE to the lowest compared entry with this formula, charge and spin (eV) = 5.945
- 2S+1 = 1
- energy (hartree) = -295.6201


4.
This record from the Open Molecules 2025 dataset describes B4CaF16 as an isolated structure. The level of theory is ωB97M-V/def2-TZVPD.

```
21
Properties=species:S:1:pos:R:3:nbo_charge:R:1
Ca -0.052 0.134 0.095 1.8343
F -0.769 1.668 1.895 -0.5883
F -2.761 1.138 3.011 -0.5582
F -0.205 2.091 -1.564 -0.5706
F -1.025 -3.267 -1.405 -0.5592
F 1.495 -0.187 1.772 -0.5676
F -1.408 -0.464 2.167 -0.5604
F 1.897 1.369 0.275 -0.5603
F 1.334 0.639 -2.306 -0.5576
F 3.033 -0.549 0.172 -0.5614
F -0.109 1.642 -3.781 -0.5713
F 0.543 -1.749 -0.844 -0.5663
F -1.626 -1.317 -0.537 -0.5672
F 3.558 0.849 1.790 -0.5645
F -0.555 -2.726 0.774 -0.5345
F -0.797 0.006 -2.283 -0.5622
F -2.511 0.750 0.752 -0.5525
B 2.490 0.400 1.022 1.2955
B -1.915 0.790 1.973 1.2977
B -0.663 -2.311 -0.478 1.2790
B 0.045 1.096 -2.498 1.2956
```

Summary:
- total charge = -2
- LUMO level (eV) = 5.727
- HOMO level (eV) = -6.3
- frontier orbital gap (eV) = 12.02
- ΔE to the lowest compared entry with this formula, charge and spin (eV) = 0.999
- 2S+1 = 1
- energy (hartree) = -2376.1030